Entry 1:
49
Properties=species:S:1:pos:R:3 method="wB97M-V/def2-TZVPD" homo_lumo_gap_ev="5.8 / 5.8" homo_energy_ev="-14.022 / -14.023" lumo_energy_ev="-8.2 / -8.2" total_charge=+2
Os 0.72811 -0.88505 1.73551
Se 2.27207 0.32021 3.10608
Te 3.27761 -1.88297 2.40808
Te 0.85903 -2.84340 3.30310
Se -0.44017 -3.00780 1.11827
C -0.77907 2.21426 1.43935
P -1.16685 0.45342 1.57819
C -2.35429 0.14250 0.25289
C -2.03773 0.19293 3.12772
C -3.17807 -0.60918 3.19324
C -3.78938 -0.84334 4.41624
C -3.26827 -0.28439 5.57413
C -2.13280 0.51513 5.51804
C -1.51526 0.74617 4.30117
H -0.17042 2.53865 2.28097
H -1.71236 2.77970 1.43438
H -0.23127 2.40718 0.51450
H -3.24960 0.74018 0.43276
H -2.62547 -0.91191 0.22063
H -1.94112 0.43941 -0.71123
H -3.60439 -1.04983 2.30138
H -4.67921 -1.45675 4.46264
H -3.75245 -0.46543 6.52465
H -1.73615 0.95990 6.42074
H -0.63019 1.37080 4.26985
O 1.38961 -0.56765 -0.11018
S 0.60282 -0.75909 -1.48404
C 1.78244 -1.60176 -2.47211
C 3.12540 -1.22608 -2.48826
C 3.99053 -1.91362 -3.31512
C 3.51336 -2.94732 -4.12050
C 2.17785 -3.30921 -4.09537
C 1.29644 -2.63907 -3.25726
C 0.55428 0.89068 -2.11131
C -0.44983 1.18718 -3.02382
C -0.51195 2.46578 -3.55930
C 0.41247 3.42374 -3.17237
C 1.40767 3.11569 -2.24938
C 1.48942 1.84354 -1.71193
H 3.48016 -0.41622 -1.86441
H 5.03753 -1.64431 -3.34525
H 4.19724 -3.47527 -4.77175
H 1.82093 -4.11711 -4.71920
H 0.25172 -2.92295 -3.21270
H -1.16644 0.43201 -3.32882
H -1.28299 2.71137 -4.27676
H 0.35903 4.41983 -3.59101
H 2.12463 3.86966 -1.95417
H 2.25538 1.59980 -0.98824

Entry 2:
49
Properties=species:S:1:pos:R:3 method="wB97M-V/def2-TZVPD" e_above_lowest_kcal_mol=17.4 homo_lumo_gap_ev="6.4 / 5.8" homo_energy_ev="-13.724 / -14.225" lumo_energy_ev="-7.3 / -8.4" total_charge=+2 spin_multiplicity=5
Os 0.07888 -0.02393 0.02298
Se -0.48445 1.97974 1.14475
Te -1.26522 3.62782 -0.55486
Te -0.25205 2.72502 -2.92855
Se 1.16606 0.84583 -2.33328
C 1.81333 -0.39849 3.08405
P 1.97234 -0.43093 1.28279
C 3.34354 0.68314 0.89826
C 2.36114 -2.08733 0.71590
C 1.86059 -3.18780 1.41473
C 2.02326 -4.45940 0.89400
C 2.67305 -4.63299 -0.32178
C 3.17632 -3.53847 -1.01432
C 3.01446 -2.26155 -0.50601
H 0.98595 -1.01128 3.43542
H 1.64712 0.63229 3.39818
H 2.74943 -0.75892 3.51402
H 4.27178 0.23798 1.26140
H 3.17871 1.63073 1.41151
H 3.41690 0.86321 -0.17155
H 1.36119 -3.04895 2.36581
H 1.65254 -5.31570 1.44151
H 2.79229 -5.62861 -0.72799
H 3.70439 -3.68633 -1.94684
H 3.40437 -1.40861 -1.04968
O -0.29581 -1.93483 -0.78815
S -1.75765 -1.96328 -0.28095
C -2.41453 -3.55986 -0.74151
C -1.79933 -4.32835 -1.71382
C -2.38388 -5.54205 -2.04365
C -3.54442 -5.95620 -1.40280
C -4.13627 -5.17059 -0.42190
C -3.56293 -3.95840 -0.07316
C -2.63387 -0.89630 -1.42757
C -3.63672 -0.08717 -0.90369
C -4.35836 0.72703 -1.76334
C -4.06430 0.72461 -3.12096
C -3.04908 -0.08160 -3.62711
C -2.31998 -0.90075 -2.77988
H -0.88755 -3.99838 -2.19580
H -1.93655 -6.16970 -2.80235
H -3.99154 -6.90705 -1.66032
H -5.03447 -5.50178 0.08071
H -4.00250 -3.33416 0.69639
H -3.85662 -0.11436 0.15775
H -5.15160 1.34811 -1.37006
H -4.63877 1.35139 -3.79081
H -2.83973 -0.08829 -4.68877
H -1.53859 -1.54226 -3.16810

Entry 3:
49
Properties=species:S:1:pos:R:3 method="wB97M-V/def2-TZVPD" e_above_lowest_kcal_mol=68.9 smiles="CO[C@@H](C(=O)N[C@@H](Cc1coc2c(C)cccc12)B(O)O)c1ccccc1" homo_lumo_gap_ev=8.7 homo_energy_ev=-8.297 lumo_energy_ev=0.4 total_charge=0
C -1.77881 2.99659 -3.74758
O -1.06878 1.93514 -4.13411
C -0.77415 1.07492 -3.00071
C -0.38368 1.77173 -1.72501
O -1.13879 2.63559 -1.26425
N 0.77296 1.34006 -1.06244
C 1.06287 1.88361 0.25020
C 2.14124 1.16004 1.03933
C 1.89438 -0.27734 1.35845
C 1.76450 -1.37453 0.49030
O 1.65543 -2.62409 1.02054
C 1.64607 -2.31862 2.38976
C 1.54867 -3.23143 3.52586
C 1.36434 -4.67207 3.24896
C 1.55995 -2.77429 4.81172
C 1.80143 -1.41990 4.99640
C 1.90983 -0.54425 3.96733
C 1.77966 -0.94348 2.63188
B 1.40957 3.42672 0.19538
O 2.73216 3.76155 0.24712
O 0.26628 4.29710 0.14163
C -1.83443 0.00579 -2.67749
C -2.07378 -0.95893 -3.60273
C -3.17894 -1.75911 -3.43517
C -4.03897 -1.55734 -2.36003
C -3.84402 -0.58115 -1.44585
C -2.73292 0.26254 -1.59045
H -1.06058 3.62345 -3.15540
H -2.12386 3.49500 -4.68084
H -2.64775 2.77291 -3.03258
H 0.09512 0.42535 -3.38146
H 1.48853 0.80415 -1.54647
H 0.21540 1.70387 0.89294
H 2.30038 1.69334 1.97059
H 3.13516 1.12979 0.60640
H 1.50008 -1.31936 -0.56660
H 0.33239 -5.03045 3.08294
H 1.87894 -5.45731 3.86591
H 1.64815 -4.68761 2.16956
H 1.69532 -3.58405 5.54313
H 1.88538 -1.16685 6.04984
H 1.90298 0.49726 4.17981
H 2.86608 4.72386 0.36132
H -0.52575 3.87170 -0.14616
H -1.40562 -1.05139 -4.46254
H -3.41128 -2.56068 -4.14531
H -4.95123 -2.15623 -2.25564
H -4.58208 -0.35502 -0.69122
H -2.69781 1.11341 -0.92729

Entry 4:
50
Properties=species:S:1:pos:R:3 method="wB97M-V/def2-TZVPD" smiles="C[C@H](O)Cc1ccc(Br)c2c1Nc1ccc(CC(=O)F)cc1S2.CN(C)C=O" homo_lumo_gap_ev=8.3 homo_energy_ev=-7.759 lumo_energy_ev=0.5 total_charge=0
C 1.91605 -1.02183 2.11820
C 1.17471 -0.77650 0.79782
O 1.26775 -1.87523 -0.09659
C 1.65422 0.49932 0.10265
C 1.03873 1.74061 0.67428
C 1.75710 2.58157 1.51213
C 1.18492 3.70688 2.08618
C -0.13998 3.99251 1.82087
Br -0.90672 5.53797 2.58996
C -0.89065 3.18715 0.97277
C -0.28897 2.06648 0.39624
N -1.04393 1.27869 -0.49585
C -2.34775 0.93437 -0.09354
C -2.83608 -0.35596 -0.24104
C -4.13734 -0.65012 0.13791
C -4.95481 0.32422 0.69704
C -6.36777 -0.00175 1.10833
C -6.62635 0.32886 2.55353
O -5.98278 0.01104 3.49725
F -7.74833 1.08746 2.69459
C -4.45058 1.60887 0.86590
C -3.16457 1.91904 0.45317
S -2.56059 3.57444 0.55326
H 1.25270 -0.93046 2.97199
H 2.73074 -0.31343 2.25180
H 2.34706 -2.01916 2.12084
H 0.11270 -0.68401 1.02766
H 2.20305 -2.01180 -0.28550
H 1.41907 0.40982 -0.95819
H 2.73810 0.55153 0.16370
H 2.79217 2.35894 1.72613
H 1.77366 4.34216 2.72652
H -0.53523 0.45662 -0.78731
H -2.20591 -1.12973 -0.65645
H -4.50876 -1.65623 0.01369
H -7.08173 0.52882 0.48482
H -6.53799 -1.07168 1.01765
H -5.05937 2.38566 1.30768
C 4.74811 -3.87685 -3.52005
N 4.42525 -2.56369 -2.99988
C 4.07348 -1.49554 -3.92238
C 4.43563 -2.29077 -1.68582
O 4.17318 -1.19822 -1.21196
H 5.61220 -3.82780 -4.18489
H 3.90403 -4.29150 -4.07375
H 4.98347 -4.54552 -2.69482
H 4.76753 -0.66115 -3.82396
H 3.07017 -1.12486 -3.71253
H 4.11163 -1.88038 -4.93795
H 4.70874 -3.15887 -1.06210

Entry 5:
48
Properties=species:S:1:pos:R:3 method="wB97M-V/def2-TZVPD" e_above_lowest_kcal_mol=21.5 smiles="CC(C)OC(=O)[C@H]1[C@H]2C(=O)N([C@H](C)c3ccc(Br)cc3)C[C@]23C=C[C@H]1O3" homo_lumo_gap_ev=9.2 homo_energy_ev=-8.613 lumo_energy_ev=0.6 total_charge=0
C -0.76094 -3.71316 -0.07487
C -2.25407 -3.60857 -0.35940
C -3.00828 -4.88107 0.00092
O -2.79311 -2.53457 0.43669
C -3.06848 -1.38726 -0.16741
O -3.02198 -1.19106 -1.35112
C -3.48072 -0.34822 0.86853
C -2.35854 0.67763 1.09307
C -1.12082 0.57119 0.20874
O -0.44008 -0.41617 0.04672
N -0.88159 1.79481 -0.31161
C 0.10719 2.01209 -1.36173
C -0.44936 1.50437 -2.68980
C 1.41643 1.38287 -0.93362
C 1.99961 1.83525 0.24646
C 3.18414 1.29857 0.71135
C 3.79548 0.29616 -0.02056
Br 5.43184 -0.45100 0.60449
C 3.24027 -0.16752 -1.19823
C 2.05175 0.37864 -1.64958
C -1.87074 2.80582 0.01211
C -3.01886 1.98558 0.55587
C -4.03407 2.38581 1.60037
C -5.00967 1.49439 1.46445
C -4.59263 0.60432 0.30867
O -3.84224 1.49008 -0.48770
H -0.30496 -4.43564 -0.74574
H -0.59805 -4.02669 0.95338
H -0.29482 -2.74138 -0.21902
H -2.41708 -3.35200 -1.41341
H -2.62043 -5.71241 -0.58065
H -4.06913 -4.76826 -0.20924
H -2.88271 -5.09836 1.05863
H -3.77673 -0.85613 1.78598
H -2.05175 0.73852 2.13858
H 0.26046 3.09826 -1.42087
H -1.38098 2.01928 -2.91386
H -0.66619 0.44179 -2.61795
H 0.25396 1.68668 -3.49799
H 1.51494 2.61554 0.81600
H 3.62694 1.65191 1.63010
H 3.72613 -0.95371 -1.75564
H 1.62059 -0.00240 -2.55992
H -2.17910 3.35323 -0.88097
H -1.48154 3.50848 0.75919
H -3.90315 3.16742 2.32145
H -5.90175 1.36033 2.04257
H -5.37225 0.11442 -0.26604

What did the fourth record say?
50
Properties=species:S:1:pos:R:3 method="wB97M-V/def2-TZVPD" smiles="C[C@H](O)Cc1ccc(Br)c2c1Nc1ccc(CC(=O)F)cc1S2.CN(C)C=O" homo_lumo_gap_ev=8.3 homo_energy_ev=-7.759 lumo_energy_ev=0.5 total_charge=0
C 1.91605 -1.02183 2.11820
C 1.17471 -0.77650 0.79782
O 1.26775 -1.87523 -0.09659
C 1.65422 0.49932 0.10265
C 1.03873 1.74061 0.67428
C 1.75710 2.58157 1.51213
C 1.18492 3.70688 2.08618
C -0.13998 3.99251 1.82087
Br -0.90672 5.53797 2.58996
C -0.89065 3.18715 0.97277
C -0.28897 2.06648 0.39624
N -1.04393 1.27869 -0.49585
C -2.34775 0.93437 -0.09354
C -2.83608 -0.35596 -0.24104
C -4.13734 -0.65012 0.13791
C -4.95481 0.32422 0.69704
C -6.36777 -0.00175 1.10833
C -6.62635 0.32886 2.55353
O -5.98278 0.01104 3.49725
F -7.74833 1.08746 2.69459
C -4.45058 1.60887 0.86590
C -3.16457 1.91904 0.45317
S -2.56059 3.57444 0.55326
H 1.25270 -0.93046 2.97199
H 2.73074 -0.31343 2.25180
H 2.34706 -2.01916 2.12084
H 0.11270 -0.68401 1.02766
H 2.20305 -2.01180 -0.28550
H 1.41907 0.40982 -0.95819
H 2.73810 0.55153 0.16370
H 2.79217 2.35894 1.72613
H 1.77366 4.34216 2.72652
H -0.53523 0.45662 -0.78731
H -2.20591 -1.12973 -0.65645
H -4.50876 -1.65623 0.01369
H -7.08173 0.52882 0.48482
H -6.53799 -1.07168 1.01765
H -5.05937 2.38566 1.30768
C 4.74811 -3.87685 -3.52005
N 4.42525 -2.56369 -2.99988
C 4.07348 -1.49554 -3.92238
C 4.43563 -2.29077 -1.68582
O 4.17318 -1.19822 -1.21196
H 5.61220 -3.82780 -4.18489
H 3.90403 -4.29150 -4.07375
H 4.98347 -4.54552 -2.69482
H 4.76753 -0.66115 -3.82396
H 3.07017 -1.12486 -3.71253
H 4.11163 -1.88038 -4.93795
H 4.70874 -3.15887 -1.06210